(1)
{"formula": "C3H10N2O3", "method": "ωB97M-V with the def2-TZVPD basis set", "total_charge": 0, "total_energy_ev": -12396.4766, "relative_energy_kcal_mol": 5.96, "orbital_gap_ev": 9.818, "symbols": ["N", "C", "C", "N", "C", "O", "O", "H", "H", "H", "H", "H", "H", "H", "H", "O", "H", "H"], "coordinates": [[-1.971, 0.002, -1.612], [-0.793, -0.037, -0.733], [-0.806, 1.171, 0.220], [-0.316, 0.945, 1.560], [0.952, 0.534, 1.840], [1.350, 0.255, 2.948], [1.763, 0.504, 0.754], [-2.056, -0.912, -2.055], [-1.900, 0.678, -2.364], [-0.900, -0.973, -0.191], [0.167, 0.001, -1.252], [-1.842, 1.482, 0.307], [-0.297, 2.013, -0.253], [-0.952, 0.611, 2.267], [2.672, 0.418, 1.063], [1.316, -2.355, -0.666], [1.812, -1.554, -0.459], [1.802, -2.784, -1.377]]}

(2)
{"formula": "C3H10N2O3", "method": "ωB97M-V with the def2-TZVPD basis set", "total_charge": 0, "total_energy_ev": -12395.6209, "relative_energy_kcal_mol": 25.69, "orbital_gap_ev": 10.448, "symbols": ["N", "C", "O", "N", "C", "C", "O", "H", "H", "H", "H", "H", "H", "H", "H", "O", "H", "H"], "coordinates": [[0.013, -1.354, 1.569], [0.404, -0.123, 1.016], [1.585, 0.155, 0.938], [-0.536, 0.867, 0.793], [-1.970, 0.558, 0.777], [-2.688, 1.267, -0.356], [-1.955, 1.064, -1.601], [-0.873, -1.515, 2.030], [0.672, -1.531, 2.321], [-0.246, 1.381, -0.025], [-2.384, 0.833, 1.761], [-2.126, -0.523, 0.734], [-3.724, 0.942, -0.480], [-2.806, 2.357, -0.386], [-1.641, 1.917, -1.871], [4.553, -2.072, -2.419], [4.241, -1.184, -2.600], [5.100, -1.956, -1.654]]}

(3)
{"formula": "C3H10N2OP", "method": "ωB97M-V with the def2-TZVPD basis set", "total_charge": 1, "total_energy_ev": -17580.8134, "relative_energy_kcal_mol": 92.75, "orbital_gap_ev": 8.263, "symbols": ["C", "C", "C", "N", "N", "O", "P", "H", "H", "H", "H", "H", "H", "H", "H", "H", "H"], "coordinates": [[1.847, 0.707, -0.135], [3.074, 0.527, 0.603], [0.756, -0.357, -0.069], [1.722, 1.603, -1.057], [-3.422, 0.827, -0.331], [-0.427, -0.161, -0.089], [1.460, -2.126, -0.364], [2.863, 0.728, 1.638], [3.717, -0.355, 0.354], [3.743, 1.365, 0.291], [1.037, 1.506, -1.736], [-3.441, 1.479, 0.428], [-2.345, 0.447, -0.373], [-4.043, 0.013, -0.197], [-3.680, 1.308, -1.284], [0.402, -2.684, 0.486], [2.116, -2.179, 0.839]]}

These records have LUMO energy values of 0.01776; 0.02270; -0.14990 Ha, in the order they appear.